[1]
The ion C19H30N3O with charge +1, computed with ωB97M-V/def2-TZVPD.

```
! RIJCOSX wB97M-V def2-TZVPD def2/J DEFGRID3
* xyz 1 1
O 0.37725 0.48650 1.13928
C 1.45210 0.78331 0.58587
N 2.53701 0.04407 0.77195
C 3.81098 0.26072 0.11850
H 4.04197 1.32720 0.08732
H 4.56583 -0.21525 0.74601
C 3.88384 -0.33659 -1.29916
C 2.96784 -1.54414 -1.51264
C 3.07000 -2.61806 -0.42447
H 2.83339 -3.58636 -0.86770
C 2.09753 -2.38996 0.73279
C 2.43352 -1.16342 1.57953
H 3.38357 -1.30900 2.09618
H 1.65072 -1.00574 2.32423
H 1.08570 -2.28184 0.33450
H 2.10610 -3.25998 1.39041
H 4.09334 -2.67421 -0.05098
H 3.23042 -1.98233 -2.47640
H 1.92804 -1.21333 -1.58562
H 3.63510 0.42058 -2.04532
H 4.91692 -0.63350 -1.48056
C 1.58342 2.03999 -0.27992
N 0.39330 2.80395 -0.53412
C -0.47472 2.45367 -1.62106
H 0.11176 2.03776 -2.44016
H -0.93292 3.37996 -1.98321
C -1.58804 1.45638 -1.21262
N -1.79484 1.53950 0.24564
C -1.75229 2.94258 0.68647
H -2.08765 3.00979 1.72177
H -2.42747 3.53533 0.06474
C -0.29744 3.44045 0.56883
H 0.24232 3.23527 1.49442
H -0.30708 4.52772 0.41759
C -2.99988 0.80372 0.68839
C -2.91566 -0.65091 0.30379
C -3.69587 -1.16142 -0.72568
C -3.60061 -2.49696 -1.07760
C -2.72114 -3.32964 -0.40679
C -1.94204 -2.82648 0.62244
C -2.03956 -1.49343 0.97978
H -1.43475 -1.10651 1.78582
H -1.26512 -3.47657 1.15534
H -2.64835 -4.37068 -0.68011
H -4.21519 -2.88630 -1.87411
H -4.38896 -0.51787 -1.24791
H -3.88274 1.26944 0.24112
H -3.06497 0.89652 1.77528
H -0.90525 1.07045 0.68597
H -1.31429 0.42811 -1.45554
H -2.52019 1.69730 -1.72870
H 2.00879 1.76454 -1.24635
H 2.30220 2.70140 0.21998
*
```

Computed properties:
- E_HOMO: -11.9 eV
- Orbital gap: 9.9 eV
- Relative energy (zero: lowest compared OMol25 entry of this formula, charge and spin): 0.060 eV
- LUMO energy: -2.0 eV


[2]
A cluster of 3 separate species, C19H30N3O6 in total at a distorted geometry, computed with ωB97M-V/def2-TZVPD.

```
! RIJCOSX wB97M-V def2-TZVPD def2/J DEFGRID3
* xyz 1 1
C -5.00672 7.56790 2.05662
C -5.29533 6.46098 1.68495
N -5.39817 5.15541 1.16546
C -4.37315 4.82909 0.29560
N -3.44132 5.70809 -0.02197
N -4.24326 3.52712 -0.26573
C -4.75291 2.48015 0.66490
C -3.83275 2.19114 1.85999
C -3.29071 3.14540 2.74225
C -2.46348 2.80223 3.84075
C -2.18366 1.44284 4.08044
C -1.32124 1.03651 5.29709
C -2.71670 0.44506 3.21645
C -3.51810 0.82783 2.13036
H -4.94104 8.64430 2.18868
H -5.41378 4.53741 1.98834
H -3.18949 5.77671 -1.00420
H -2.92510 6.25256 0.66182
H -4.89398 3.51749 -1.06520
H -4.80948 1.54016 0.07826
H -5.80206 2.65852 1.00579
H -3.50314 4.22227 2.61533
H -2.03921 3.56738 4.50379
H -0.79217 0.10128 5.03072
H -1.93690 0.89247 6.20775
H -0.56682 1.82811 5.45246
H -2.52464 -0.62375 3.39741
H -3.93169 0.05721 1.46412
C 0.70387 2.19508 0.22247
C -0.18601 0.96699 0.26262
O 0.16397 0.03184 -0.76184
C 1.28431 -0.67011 -0.54445
O 1.99494 -0.58056 0.42198
O 1.48229 -1.46361 -1.59500
C 2.70969 -2.19961 -1.54491
H 0.68115 2.64942 -0.77011
H 0.37655 2.92871 0.96119
H 1.74165 1.93726 0.43214
H -1.21667 1.26730 0.06939
H -0.16510 0.48576 1.24211
H 2.78884 -2.77213 -0.62229
H 3.55473 -1.51922 -1.64741
H 2.71588 -2.89092 -2.38402
C 3.86600 -6.72822 -5.32892
C 4.60371 -5.40661 -5.23144
O 4.85933 -5.04429 -3.86693
C 5.83377 -5.72625 -3.25768
O 6.50177 -6.59661 -3.74784
O 5.91650 -5.28768 -1.99785
C 6.85298 -6.00998 -1.19525
H 2.94906 -6.69708 -4.73753
H 3.61570 -6.95038 -6.36640
H 4.47048 -7.54713 -4.93946
H 3.97909 -4.61598 -5.64677
H 5.53384 -5.42137 -5.80143
H 7.83955 -6.02190 -1.65601
H 6.49582 -7.02650 -1.03013
H 6.92163 -5.50310 -0.23553
*
```

Computed properties:
- E_HOMO: -12.0 eV
- Orbital gap: 7.1 eV
- Relative energy (zero: lowest compared OMol25 entry of this formula, charge and spin): 0.692 eV
- LUMO energy: -4.8 eV


[3]
A structure of composition C19H30N4OPbS at a distorted geometry, computed with ωB97M-V/def2-TZVPD.

```
! RIJCOSX wB97M-V def2-TZVPD def2/J DEFGRID3
* xyz 2 1
Pb 0.38390 0.31464 -0.05348
C 1.70250 3.33754 1.06149
C 1.54915 2.39053 2.22699
N 1.70012 0.92504 2.03698
C 3.15776 0.44795 1.83962
C 3.86874 0.81740 0.49347
S 2.95226 0.48908 -1.02384
C 2.75951 2.18391 -1.74142
C 1.46167 2.99579 -1.47519
N 0.89798 2.78996 -0.10343
H 2.74214 3.47415 0.71363
H 1.30528 4.35717 1.32463
H 0.56362 2.54246 2.66891
H 2.21236 2.69022 3.10588
H 1.32664 0.39751 2.80365
H 3.19999 -0.68243 2.01788
H 3.79783 0.91342 2.62888
H 4.81462 0.24759 0.50807
H 4.23344 1.83639 0.49783
H 2.85190 1.97963 -2.79938
H 3.60421 2.80731 -1.50862
H 0.66995 2.77355 -2.18000
H 1.74223 4.10859 -1.57665
H 0.02052 3.30829 -0.09557
O -0.57377 0.18239 -2.86426
C -1.90012 -0.26775 -3.27520
C -3.00367 0.58967 -2.68277
C -3.01485 1.15859 -1.24747
C -3.15798 0.16760 -0.13025
C -3.82598 -1.06471 -0.22781
C -3.86200 -1.88861 0.89189
C -3.29227 -1.46927 2.08003
C -2.63773 -0.17412 2.08179
N -2.61672 0.59377 1.01131
H 0.07157 -0.10678 -3.52994
H -2.08690 -1.35474 -3.10453
H -1.94787 -0.12348 -4.39411
H -4.01231 0.06784 -2.85784
H -3.08612 1.49863 -3.29342
H -3.85088 1.89710 -1.15898
H -2.08969 1.73005 -1.04546
H -4.37948 -1.42043 -1.17759
H -4.43456 -2.80323 0.86866
H -3.38129 -2.00068 2.99306
H -2.21728 0.23522 3.01081
C 0.68329 -5.11396 0.62082
C -0.17903 -4.46863 1.53498
C -0.33734 -3.10572 1.49431
N 0.17980 -2.31156 0.47234
C 1.07811 -2.93169 -0.36942
C 1.40109 -4.29501 -0.26739
H 0.71673 -6.23091 0.58707
H -0.68303 -4.99397 2.35315
H -0.85175 -2.54166 2.29667
H 1.56747 -2.27299 -1.17471
H 2.20624 -4.62667 -0.86606
*
```

Computed properties:
- E_HOMO: -14.4 eV
- Orbital gap: 8.8 eV
- Relative energy (zero: lowest compared OMol25 entry of this formula, charge and spin): 1.573 eV
- LUMO energy: -5.7 eV


[4]
A cluster of 2 separate species, C19H30N6O7 in total at a distorted geometry, computed with ωB97M-V/def2-TZVPD.

```
! RIJCOSX wB97M-V def2-TZVPD def2/J DEFGRID3
* xyz 0 1
O 4.62962 -5.06163 -3.28381
O -0.71593 5.37599 2.88606
O 3.62737 4.19426 0.55361
N 0.65126 -5.12888 -3.81698
N 2.64811 -4.30163 -0.91990
O -3.42206 -0.71745 -1.10015
O -1.39989 -2.97578 -1.19425
O -2.09025 -6.33194 -0.36332
O -3.89635 -4.73889 0.60341
C 3.40840 -5.03894 -3.36084
C -0.25265 5.91855 1.89143
C 2.91076 4.29371 1.54314
C 1.50445 -5.40809 -4.78010
C 1.42833 -4.12395 -0.46801
C 2.49208 -4.69894 -2.25584
C 1.15792 -4.76550 -2.56840
N 2.88007 -5.36380 -4.58539
N 3.45561 4.61289 2.72099
N 0.47546 -4.39709 -1.43678
N 0.73621 5.39928 1.16383
C -0.79496 7.25238 1.43464
C 2.74845 4.85723 3.97957
C -0.77837 1.93020 -1.00496
C -1.01051 1.98345 1.45628
C -3.08053 -1.61639 -0.03692
C -0.98310 -4.33615 -1.30474
C -2.70514 -2.98581 -0.61053
C -1.54340 -5.03910 -0.05581
C -2.62805 -4.08043 0.45552
C -0.51010 2.77023 0.24327
C 0.99321 3.09665 0.33470
C 1.38387 4.10886 1.43247
H -3.61781 0.17157 -0.75947
H -2.91060 -6.22737 -0.88214
H -3.80327 -5.50849 1.19634
H 1.11674 -5.68746 -5.75595
H 1.19998 -3.80329 0.54380
H 3.52672 -5.59635 -5.32833
H 4.45863 4.71911 2.70971
H 1.05932 5.91858 0.36298
H 0.00178 7.99309 1.45989
H -1.59904 7.55618 2.10451
H -1.17910 7.15719 0.42100
H 3.44700 5.21695 4.73674
H 2.28418 3.93534 4.33476
H 1.97150 5.61126 3.83585
H -0.43113 2.46348 -1.88967
H -0.25608 0.97491 -0.93809
H -1.84676 1.74816 -1.10767
H -0.90319 2.58669 2.35743
H -0.44359 1.05922 1.56630
H -2.06634 1.74871 1.33081
H -3.93961 -1.72324 0.63375
H -2.24267 -1.21560 0.54326
H -1.43041 -4.78126 -2.20055
H -3.45060 -3.26147 -1.36530
H -0.76763 -5.15327 0.70705
H -2.30781 -3.65008 1.41150
H -1.08601 3.69089 0.15496
H 1.53973 2.16843 0.50704
H 1.32075 3.49439 -0.62715
H 1.03540 3.71044 2.38446
*
```

Computed properties:
- E_HOMO: -8.7 eV
- Orbital gap: 9.2 eV
- LUMO energy: 0.5 eV